1.
Entry from the OMol25 dataset: C18H20ClFN4O2 in the gas phase (ωB97M-V with the def2-TZVPD basis set).

Results
Structure (SMILES) = COc1cc/c(=N\C(=O)CC2CN(Cc3ccc(F)c(C)c3Cl)C2)[nH]n1
M = 378.835 g/mol
LUMO energy = -0.1 eV
F_max = 0.130 eV Å⁻¹
Calculated total energy = -1627.42073 Ha
Gap between HOMO and LUMO = 8.48 eV

Atoms and positions in Å:
C: 2.537 -3.983 5.710
O: 2.032 -4.489 4.474
C: 1.448 -3.591 3.663
C: 0.928 -4.115 2.426
C: 0.322 -3.279 1.576
C: 0.203 -1.863 1.904
N: -0.390 -0.951 1.226
C: -0.811 -1.159 -0.079
O: -1.971 -1.067 -0.413
C: 0.293 -1.349 -1.110
C: -0.226 -1.816 -2.449
C: -1.066 -0.848 -3.298
N: -0.345 -1.323 -4.495
C: -0.010 -0.336 -5.501
C: 0.822 -0.965 -6.590
C: 0.221 -1.911 -7.417
C: 0.926 -2.554 -8.415
C: 2.261 -2.240 -8.578
F: 2.943 -2.874 -9.558
C: 2.932 -1.318 -7.794
C: 4.386 -1.017 -8.010
C: 2.170 -0.698 -6.799
Cl: 3.000 0.459 -5.784
C: 0.748 -1.824 -3.643
N: 0.764 -1.530 3.108
N: 1.363 -2.357 3.997
H: 2.964 -4.839 6.222
H: 3.298 -3.224 5.530
H: 1.733 -3.544 6.300
H: 1.026 -5.174 2.231
H: -0.119 -3.626 0.651
H: 0.789 -0.377 -1.212
H: 1.058 -2.027 -0.720
H: -0.737 -2.775 -2.354
H: -2.147 -0.978 -3.315
H: -0.830 0.198 -3.052
H: -0.944 0.031 -5.933
H: 0.512 0.527 -5.066
H: -0.823 -2.147 -7.254
H: 0.467 -3.287 -9.063
H: 4.963 -1.239 -7.111
H: 4.782 -1.604 -8.834
H: 4.531 0.041 -8.230
H: 1.549 -1.081 -3.506
H: 1.187 -2.772 -3.959
H: 0.687 -0.571 3.405

---

2.
Entry from the OMol25 dataset: C18H20ClN3O4S2 in the gas phase at a distorted geometry (ωB97M-V with the def2-TZVPD basis set).

Results
Structure (SMILES) = COc1ccc2c(c1OC)N(C)[C@@H]1N3C(=O)[C@@]4(C)SS[C@]3(C[C@]21Cl)C(=O)N4C
M = 441.962 g/mol
LUMO energy = 0.5 eV
F_max = 5.310 eV Å⁻¹
Calculated total energy = -2419.60753 Ha
Gap between HOMO and LUMO = 8.46 eV

Atoms and positions in Å:
O: -0.329 -2.993 0.874
O: -0.744 1.007 -2.508
Cl: -2.607 1.073 2.987
O: 2.876 4.671 2.482
O: 3.332 1.802 1.877
S: -2.566 -2.541 -1.843
S: -3.237 -0.724 -1.111
C: -0.760 -2.158 0.087
C: -0.777 0.004 -1.775
C: 0.627 4.264 2.435
C: -0.483 3.498 2.127
C: 1.886 3.752 2.407
C: 2.050 2.329 2.188
C: 0.875 1.613 2.028
C: -0.377 2.097 1.984
N: -0.199 -1.259 -2.121
N: 0.788 0.186 1.750
N: -1.165 -0.900 0.553
C: 3.986 4.371 3.414
C: 3.487 1.850 0.458
C: 0.182 -1.528 -3.535
C: 1.814 -0.876 2.102
C: -0.193 -3.735 -1.719
C: -0.758 -2.387 -1.414
C: -1.687 0.006 -0.477
C: -0.760 -0.242 1.715
C: -2.144 1.211 0.352
C: -1.526 1.121 1.647
H: 0.416 5.267 2.597
H: -1.398 3.966 1.859
H: 4.259 5.250 4.063
H: 3.752 3.558 4.136
H: 4.879 4.236 2.875
H: 2.677 1.268 0.047
H: 4.385 1.251 0.296
H: 3.638 2.918 0.074
H: -0.701 -1.273 -4.156
H: 0.640 -2.520 -3.741
H: 0.920 -0.766 -3.768
H: 2.548 -1.277 1.368
H: 1.293 -1.759 2.544
H: 2.519 -0.436 2.850
H: -0.462 -4.543 -0.991
H: -0.377 -4.127 -2.796
H: 0.880 -3.920 -1.590
H: -1.034 -0.698 2.675
H: -1.803 2.125 -0.236
H: -3.224 1.363 0.329

---

3.
Entry from the OMol25 dataset: a molecular structure, C18H20ClNO3S at a distorted geometry (ωB97M-V with the def2-TZVPD basis set).

Results
M = 365.882 g/mol
LUMO energy = 0.1 eV
F_max = 17.207 eV Å⁻¹
Calculated total energy = -1836.14332 Ha
Gap between HOMO and LUMO = 8.38 eV

Atoms and positions in Å:
C: -6.688 3.567 2.445
H: -6.343 4.534 1.906
O: -5.780 2.836 2.835
C: -4.839 2.211 1.988
C: -4.811 2.495 0.687
C: -3.963 1.585 -0.197
C: -2.956 0.648 0.377
C: -2.922 0.742 1.566
C: -3.768 1.365 2.409
O: -3.828 1.228 3.892
C: -2.909 0.286 4.255
H: -1.774 0.732 4.073
H: -2.956 0.583 5.645
H: -3.050 -0.725 4.075
H: -2.181 0.078 2.006
C: -2.109 -0.018 -0.673
O: -2.448 -0.126 -1.692
N: -0.908 -0.333 -0.158
H: -0.759 0.195 0.593
C: 0.062 -0.932 -1.073
C: 1.330 0.216 -1.223
H: 0.958 0.917 -1.623
H: 1.976 -0.322 -1.928
S: 2.034 0.295 0.425
C: 3.001 -0.861 0.445
C: 3.977 -1.151 -0.386
C: 3.964 -2.061 -1.262
C: 4.734 -2.174 -2.570
C: 6.007 -1.484 -2.401
C: 6.081 -0.491 -1.342
C: 5.122 -0.323 -0.508
H: 5.360 0.482 0.361
H: 6.922 0.187 -1.424
H: 6.756 -1.400 -3.136
Cl: 4.668 -3.335 -3.662
H: 2.892 -2.816 -1.588
H: 2.348 -1.728 0.637
H: 3.407 -1.175 1.723
H: -0.371 -1.001 -2.082
H: 0.433 -1.921 -0.778
H: -4.187 1.639 -1.190
H: -5.624 2.675 0.105
H: -7.032 3.940 3.301
H: -7.244 3.078 1.883

---

4.
Entry from the OMol25 dataset: C18H20ClNO3S in the gas phase at a distorted geometry (ωB97M-V with the def2-TZVPD basis set).

Results
Structure (SMILES) = O=C(CCS(=O)(=O)Cc1cccc(Cl)c1)NCCc1ccccc1
M = 365.882 g/mol
LUMO energy = 0.5 eV
F_max = 18.434 eV Å⁻¹
Calculated total energy = -1836.29987 Ha
Gap between HOMO and LUMO = 9.48 eV

Atoms and positions in Å:
O: -0.073 -0.647 -1.563
C: -0.184 0.541 -1.650
N: -1.245 1.207 -1.085
H: -1.348 2.085 -0.947
C: -2.383 0.178 -0.504
H: -2.425 0.499 0.771
H: -2.264 -0.830 -0.328
C: -3.832 0.683 -1.014
C: -4.893 -0.124 -0.251
C: -5.441 0.319 0.955
C: -6.463 -0.196 1.677
C: -6.802 -1.586 1.140
C: -6.038 -2.387 0.016
C: -5.116 -1.355 -0.527
H: -4.653 -1.870 -1.561
H: -6.356 -3.241 -0.075
H: -7.384 -2.438 1.834
H: -6.935 -0.035 2.606
H: -5.152 1.478 1.227
H: -4.043 1.776 -0.650
H: -3.883 0.422 -2.048
C: 0.490 1.637 -2.165
C: 1.888 1.765 -1.468
H: 2.522 2.423 -1.776
H: 2.387 0.860 -1.651
S: 1.627 2.269 0.160
O: 2.721 2.742 0.654
O: 0.349 3.164 0.115
C: 1.195 0.717 1.322
C: 2.521 -0.138 1.202
C: 3.644 0.358 1.788
C: 4.750 -0.540 1.591
C: 4.835 -1.588 0.916
C: 3.638 -2.095 0.168
C: 2.470 -1.279 0.301
H: 1.665 -1.286 -0.229
Cl: 3.701 -3.343 -1.019
H: 5.694 -2.207 1.065
H: 5.651 -0.197 2.283
H: 3.508 1.251 2.563
H: 1.181 1.075 2.367
H: 0.247 0.333 1.073
H: 0.044 2.481 -2.368
H: 0.785 1.026 -3.294

---

5.
Entry from the OMol25 dataset: C18H20F6N2O2 in the gas phase (ωB97M-V with the def2-TZVPD basis set).

Results
Structure (SMILES) = CCCC[C@@H]1CNC(=O)C(=O)N1CCc1cc(C(F)(F)F)cc(C(F)(F)F)c1
M = 410.358 g/mol
LUMO energy = 0.3 eV
F_max = 0.718 eV Å⁻¹
Calculated total energy = -1557.18479 Ha
Gap between HOMO and LUMO = 9.99 eV

Atoms and positions in Å:
C: 2.606 1.393 -6.210
C: 2.495 0.187 -5.284
C: 2.094 0.555 -3.855
C: 3.184 1.330 -3.118
H: 3.396 2.260 -3.647
H: 4.095 0.729 -3.102
C: 2.787 1.685 -1.676
N: 2.511 0.502 -0.884
C: 3.512 -0.207 -0.301
O: 3.302 -1.141 0.443
C: 4.932 0.260 -0.628
O: 5.879 -0.490 -0.658
N: 5.045 1.595 -0.829
H: 5.974 1.958 -0.986
C: 3.903 2.464 -0.969
H: 4.185 3.342 -1.550
H: 3.552 2.798 0.018
C: 1.149 0.126 -0.574
H: 0.491 0.452 -1.381
H: 1.116 -0.964 -0.497
C: 0.694 0.731 0.769
C: -0.680 0.247 1.107
C: -0.854 -0.987 1.725
C: -2.129 -1.454 2.006
C: -3.255 -0.715 1.669
C: -3.074 0.510 1.047
C: -1.802 0.990 0.767
H: -1.693 1.951 0.284
C: -4.256 1.364 0.672
F: -4.348 2.458 1.451
F: -5.425 0.726 0.768
F: -4.164 1.817 -0.591
H: -4.244 -1.083 1.890
C: -2.291 -2.804 2.655
F: -1.331 -3.059 3.553
F: -3.461 -2.936 3.292
F: -2.238 -3.797 1.748
H: 0.009 -1.578 1.995
H: 0.708 1.820 0.702
H: 1.402 0.411 1.534
H: 1.878 2.296 -1.695
H: 1.176 1.149 -3.883
H: 1.885 -0.367 -3.308
H: 3.448 -0.346 -5.263
H: 1.744 -0.496 -5.686
H: 2.798 1.065 -7.229
H: 3.419 2.049 -5.911
H: 1.680 1.964 -6.205

---

6.
Entry from the OMol25 dataset: C18H20FNOS in the gas phase (ωB97M-V with the def2-TZVPD basis set).

Results
Structure (SMILES) = Cc1ccc(CNC(=O)CCSCc2cccc(F)c2)cc1
M = 317.429 g/mol
LUMO energy = 0.7 eV
F_max = 0.786 eV Å⁻¹
Calculated total energy = -1325.98722 Ha
Gap between HOMO and LUMO = 9.15 eV

Atoms and positions in Å:
C: -4.691 -2.137 -1.562
C: -4.014 -1.022 -0.825
C: -2.993 -1.275 0.081
C: -2.367 -0.239 0.750
C: -2.749 1.077 0.530
C: -3.768 1.334 -0.379
C: -4.393 0.297 -1.045
H: -5.189 0.512 -1.744
H: -4.081 2.354 -0.559
C: -2.026 2.208 1.212
N: -0.945 2.694 0.370
C: 0.355 2.472 0.641
O: 0.741 1.937 1.662
C: 1.304 2.936 -0.455
C: 1.664 1.758 -1.373
H: 1.524 2.017 -2.421
H: 1.068 0.871 -1.148
S: 3.415 1.274 -1.244
C: 3.382 0.421 0.377
C: 2.718 -0.912 0.268
C: 3.261 -1.905 -0.541
C: 2.643 -3.136 -0.658
C: 1.470 -3.398 0.031
C: 0.941 -2.401 0.828
C: 1.536 -1.160 0.956
H: 1.096 -0.401 1.585
F: -0.203 -2.651 1.506
H: 0.972 -4.351 -0.041
H: 3.075 -3.899 -1.287
H: 4.171 -1.699 -1.084
H: 2.869 1.068 1.087
H: 4.431 0.321 0.653
H: 0.852 3.744 -1.032
H: 2.210 3.321 0.015
H: -1.208 3.060 -0.532
H: -2.710 3.037 1.421
H: -1.565 1.872 2.143
H: -1.581 -0.455 1.457
H: -2.682 -2.291 0.274
H: -4.382 -2.139 -2.607
H: -5.772 -2.013 -1.536
H: -4.437 -3.100 -1.128